# 1
18
Properties=species:S:1:pos:R:3:forces:R:3 method="wB97M-V/def2-TZVPD" charge=0 gap_ev="7.307 / 7.307" total_energy_ev=-10370.7783 e_above_lowest_kcal_mol=104.4 lumo_energy_ev="0.6 / 0.6" e_homo_ha="-0.2482 / -0.2482"
O -0.0592 1.9858 1.4700 0.09 -0.85 0.34
N 1.2651 0.8985 -1.1589 -0.23 0.70 -1.42
N 1.1523 -1.2893 -0.2093 3.14 -2.79 -2.59
C -0.4806 -0.0194 0.2265 -1.90 2.01 -1.89
C 0.4617 -0.1697 -0.7747 0.40 -0.07 6.30
C -2.1116 1.8333 0.3198 0.10 -0.80 0.72
C 0.6785 -2.6489 -0.1420 0.28 0.62 0.00
C -0.9704 1.2589 0.7309 -0.85 2.41 -1.26
H -1.0997 -0.8466 0.5437 0.56 -0.50 0.19
H 1.5340 -3.3253 -0.1073 -0.09 -0.11 -0.17
H 2.2721 0.8361 -1.2494 -0.38 -0.74 0.02
H 2.0270 -1.0861 0.2595 -0.54 0.07 -0.12
H 0.0587 -2.8662 -1.0131 0.04 -0.16 0.04
H 0.1020 -2.8401 0.7703 -0.33 -0.07 0.05
H -2.7685 1.2624 -0.3142 -0.20 0.04 -0.03
H -0.4845 2.7810 1.8129 -0.05 -0.11 -0.18
H -2.4614 2.7675 0.7363 0.01 0.24 -0.18
H 0.8844 1.4679 -1.9008 -0.05 0.10 0.19

# 2
18
Properties=species:S:1:pos:R:3:forces:R:3 method="wB97M-V/def2-TZVPD" charge=0 gap_ev=8.980 total_energy_ev=-10371.9772 e_above_lowest_kcal_mol=76.7 lumo_energy_ev=0.8 e_homo_ha=-0.2999
O -0.2089 -0.6021 -1.4767 2.66 -1.48 0.32
N -1.6803 1.5897 0.5986 0.13 0.71 0.48
N 1.0750 0.9257 1.3273 -1.05 -0.12 -1.11
C -2.0655 -0.7316 0.4732 0.64 0.20 -1.52
C 0.9538 -0.8392 -0.3375 -2.56 0.58 -2.22
C 2.3291 -0.6007 -0.8969 0.22 -0.01 0.46
C 0.3466 0.1653 0.5951 0.00 1.14 -0.34
C -1.1728 0.2981 0.3364 -1.33 -0.29 3.71
H -0.0090 0.1354 -2.0803 0.58 -0.32 0.49
H -1.9277 -1.6966 0.0031 0.58 -0.14 0.41
H -3.1225 -0.5448 0.6178 0.03 0.43 0.24
H 3.0534 -0.4983 -0.0795 -0.25 0.15 0.01
H 2.3478 0.3249 -1.4791 0.09 -0.20 0.03
H 0.8019 -1.8623 0.0054 -0.19 0.00 -0.32
H -1.2580 2.0402 1.4059 0.39 0.05 -0.31
H -2.6638 1.6069 0.8528 0.01 -0.41 -0.57
H 2.6745 -1.4614 -1.4752 -0.27 0.24 -0.21
H 0.5265 1.7508 1.6095 0.31 -0.54 0.45

# 3
18
Properties=species:S:1:pos:R:3:forces:R:3 method="wB97M-V/def2-TZVPD" charge=0 gap_ev=9.148 total_energy_ev=-10374.1548 e_above_lowest_kcal_mol=26.5 lumo_energy_ev=0.9 e_homo_ha=-0.3047
O -2.6637 3.6960 0.5403 -1.17 -0.22 0.33
N -0.2966 -0.9072 -1.5780 3.96 -1.01 -0.06
N -1.5142 0.5430 -0.4607 0.73 0.58 -2.96
C -0.3363 0.3510 0.2208 -0.65 -0.78 0.13
C 1.9556 -1.2985 1.4295 -0.38 -0.11 0.81
C 0.4204 -0.5628 -0.4449 1.56 -1.76 0.88
C 1.7517 -1.2626 -0.0663 -0.38 1.38 -1.34
C -1.3014 -0.0946 -1.6579 -3.77 1.51 1.81
H 2.3988 -0.3399 1.7479 -0.23 -0.44 0.10
H -0.1413 0.8042 1.1927 -0.14 -0.18 -0.40
H 1.8579 -2.2301 -0.5936 -0.19 0.39 0.41
H 2.5952 -2.1200 1.7937 -0.19 0.36 -0.30
H -2.9136 2.9337 1.1102 0.28 0.70 -0.77
H -3.5197 4.0436 0.2017 0.92 -0.44 0.39
H 0.9593 -1.3965 1.8926 0.52 -0.04 0.17
H 0.1080 -1.5161 -2.2936 -0.51 0.59 0.30
H 2.5286 -0.5785 -0.4586 -0.03 -0.64 -0.19
H -1.8889 -0.0647 -2.5755 -0.33 0.10 0.69

# 4
18
Properties=species:S:1:pos:R:3:forces:R:3 method="wB97M-V/def2-TZVPD" charge=0 gap_ev=10.371 total_energy_ev=-10369.6742 e_above_lowest_kcal_mol=129.9 lumo_energy_ev=1.0 e_homo_ha=-0.3449
O -0.0096 -1.9950 0.2286 -0.24 -0.83 -0.31
N -0.2880 -0.4714 1.9799 0.57 -0.55 -1.53
N 0.2680 -3.0627 1.0962 -0.58 -1.12 2.77
C -0.0713 0.1653 -0.6165 1.09 0.84 0.91
C -0.4318 0.8000 -1.8132 1.11 -3.49 5.02
C -0.1812 -0.8032 0.7649 -2.54 2.20 -2.47
C -0.4325 0.9474 2.2286 -1.59 1.25 0.48
C 0.6236 1.3214 -2.7173 1.16 1.15 0.18
H -0.9306 1.0130 3.2972 1.09 0.46 -2.28
H 0.9505 0.3202 -0.2932 0.92 0.71 -1.04
H 0.3013 2.2980 -3.0430 -0.06 0.46 -0.50
H -1.4427 0.5787 -2.0788 -0.51 0.54 -0.93
H -0.6248 -3.6341 1.2852 1.32 1.47 -0.75
H 0.5601 1.4467 2.1760 -0.56 -0.26 0.54
H 0.4525 -2.6106 2.0376 -0.17 -0.60 -1.24
H 0.5907 0.6650 -3.5774 0.50 -0.02 -0.41
H -1.0650 1.5097 1.3924 0.94 -1.22 1.86
H 1.7309 1.5117 -2.3473 -2.47 -0.99 -0.27

# 5
18
Properties=species:S:1:pos:R:3:forces:R:3 method="wB97M-V/def2-TZVPD" charge=0 gap_ev=9.774 total_energy_ev=-10369.8879 e_above_lowest_kcal_mol=124.9 lumo_energy_ev=0.7 e_homo_ha=-0.3326
O -2.8302 0.8993 -0.3657 0.48 -0.36 -0.23
N 0.8252 1.7773 -0.8092 0.68 -0.92 0.08
N -1.7022 0.0538 -0.2679 -0.45 -0.89 0.67
C -0.6418 -0.9071 -2.3174 0.24 -0.77 -0.08
C 1.3541 -0.2573 0.6316 -2.18 1.21 -0.76
C 0.6681 -1.0501 1.7337 -0.23 -0.21 -0.36
C 0.5435 1.1578 0.2623 4.24 -1.01 1.15
C -1.3083 -0.5822 -1.2517 -0.78 1.91 0.03
H 1.2233 -1.9457 2.0125 0.26 0.14 0.10
H -0.7871 -1.8524 -2.8146 0.01 -0.11 -0.01
H -2.9976 1.1272 0.5654 0.20 -0.16 -0.44
H 2.3277 0.0856 0.9878 -0.09 0.34 -0.18
H 0.5131 -0.4316 2.6187 0.02 -0.06 0.06
H 1.0100 2.7707 -0.6987 -1.30 0.26 0.01
H -0.3007 -1.4123 1.3952 -0.13 0.12 0.03
H 0.1685 -0.2606 -2.6328 -0.17 0.22 -0.05
H 0.4260 1.6593 1.2307 -0.77 0.33 -0.03
H 1.5083 -0.8318 -0.2797 -0.03 -0.03 -0.01

# 6
18
Properties=species:S:1:pos:R:3:forces:R:3 method="wB97M-V/def2-TZVPD" charge=0 gap_ev=9.741 total_energy_ev=-10373.8050 e_above_lowest_kcal_mol=34.6 lumo_energy_ev=0.8 e_homo_ha=-0.3280
O 4.1654 0.7878 0.0552 1.19 -0.37 0.86
N -0.9387 -1.2969 0.6719 -0.62 0.65 -1.65
N -2.7478 -0.6300 1.7522 1.05 -0.23 -1.20
C 3.3271 0.7242 -1.0609 -1.48 0.48 0.37
C -0.7857 0.1443 -1.2885 -0.67 1.10 -0.27
C -1.5977 -0.2611 -0.1135 2.46 -1.51 1.73
C -2.6605 0.1456 0.5984 -1.35 0.41 1.29
C -1.6750 -1.4910 1.6968 -1.24 0.32 1.52
H -3.4177 0.9154 0.6509 0.27 0.28 -1.18
H -1.5341 -2.1878 2.5105 0.28 -0.12 -0.16
H 3.7844 0.6390 0.9376 -0.38 0.00 -1.02
H 2.8412 1.7035 -1.1646 0.09 -0.06 -0.48
H 3.8897 0.4684 -1.9504 0.34 0.14 0.02
H -1.1172 1.1186 -1.6592 -0.35 -0.33 -0.50
H -3.4679 -0.4944 2.4336 0.06 -0.32 0.27
H 2.5008 0.0065 -0.9951 0.26 -0.21 0.26
H -0.8180 -0.6481 -2.0321 0.02 0.23 -0.30
H 0.2515 0.3559 -1.0425 0.07 -0.46 0.42

# 7
18
Properties=species:S:1:pos:R:3:forces:R:3 method="wB97M-V/def2-TZVPD" charge=0 gap_ev=8.636 total_energy_ev=-10365.2819 e_above_lowest_kcal_mol=231.1 lumo_energy_ev=0.6 e_homo_ha=-0.2944
O -0.3462 -0.2066 0.3878 0.08 2.56 2.23
N 0.8986 1.1833 1.9690 -1.43 0.83 -3.97
N -0.0437 0.7517 2.8166 -2.81 -1.30 2.07
C 0.6398 0.8719 0.7070 1.12 -1.82 -0.64
C 1.5278 1.0510 -0.5149 3.89 2.45 1.27
C 0.2426 -1.9033 -0.8732 -1.47 -6.40 -2.75
C -1.8479 -0.3929 -1.3771 -2.29 3.43 -1.25
C -0.6803 -0.9765 -0.7538 1.32 0.74 2.87
H 1.0268 -1.9391 -0.1851 1.02 0.21 0.89
H -0.6631 0.0229 2.2923 0.63 2.05 1.99
H -1.2378 0.3919 -1.9649 -1.56 -0.60 0.33
H 1.2533 2.1464 -1.3234 0.99 -3.95 2.69
H 0.1214 -3.1933 -1.3618 0.11 4.67 0.83
H -2.6559 0.5086 -0.5261 2.59 -3.47 -2.60
H -0.4488 1.4240 3.6369 1.62 -2.25 -3.22
H -2.4565 -1.0039 -2.1498 0.99 0.97 1.66
H 1.7753 0.0356 -0.9733 -0.79 1.86 -0.04
H 2.8944 1.2282 0.1938 -4.02 0.01 -2.36